Molecular formula: C48H96O20
Method: DFT, ωB97M-V/def2-TZVPD

Summary:
HOMO in eV: -9.28
Total energy in eV: -92278.77006
ΔE to the lowest compared entry with this formula, charge and spin in kcal/mol: 0.00
E_LUMO in eV: 0.52

The geometry in ORCA input format:
```
! wB97M-V def2-TZVPD RIJCOSX def2/J DEFGRID3
* xyz 0 1
O 5.539 3.710 3.049
O -4.056 -1.330 -4.871
O -0.239 0.203 5.031
O -3.900 -3.157 -2.511
O 0.918 5.931 0.163
O 3.378 0.147 -2.567
O -3.804 2.595 3.876
O 2.238 -5.686 -0.460
O 5.565 0.618 -2.668
O -1.986 5.020 -4.562
O -5.605 3.441 4.925
O 4.989 -1.350 -2.073
O -0.879 0.725 -1.813
O -4.094 2.098 5.924
O -2.176 -0.122 -0.171
O 3.513 3.346 3.687
O 4.007 -3.317 3.441
O -0.171 0.293 0.285
O 0.928 -3.175 -2.579
O 4.103 2.816 1.578
C 0.713 -2.085 -3.435
C -4.106 3.198 2.625
C 5.299 1.900 -3.213
C -3.341 -0.154 -0.986
C 0.581 -4.394 -3.216
C 3.267 -2.150 3.796
C 0.936 -6.496 1.311
C 3.499 -3.529 5.756
C -2.915 4.239 -2.619
C -2.678 -1.030 -4.766
C 1.210 0.410 -0.018
C 2.521 -4.834 0.634
C 0.086 6.228 1.285
C -2.484 0.273 -5.563
C -1.089 -0.803 5.585
C 1.331 -6.716 -0.142
C -5.251 -3.478 -2.803
C 5.158 2.906 -2.081
C 2.074 -5.656 1.876
C -3.801 0.975 -5.300
C 1.988 -0.264 1.115
C 6.590 3.657 2.100
C -3.905 -5.241 -3.591
C 2.311 2.601 3.503
C -0.443 4.868 1.786
C -1.796 -0.084 3.341
C 1.198 -2.583 -4.789
C 4.527 -0.168 -2.421
C -4.061 4.878 -3.437
C -3.198 2.629 1.551
C -1.679 4.947 -3.187
C -2.104 -1.051 4.487
C 4.375 -4.058 4.606
C 7.281 2.297 2.059
C 3.155 -2.100 5.313
C -3.378 5.282 -4.770
C -4.813 2.063 7.152
C -4.808 -0.120 -4.878
C -4.600 2.789 4.925
C 4.091 -2.449 -1.959
C -5.168 -4.496 -3.935
C 4.361 3.222 2.676
C 1.175 4.522 0.069
C -0.099 3.936 0.641
C -1.025 1.005 4.148
C -1.073 0.368 -0.687
C -3.014 -4.165 -2.978
C 0.857 -4.082 -4.724
H 1.660 -4.713 -5.102
H -3.070 4.466 -1.561
H -5.793 -2.576 -3.094
H -5.822 1.698 6.956
H -3.488 -5.755 -4.460
H 2.243 -2.171 3.409
H -0.736 6.860 0.949
H 4.422 1.911 -3.860
H 6.563 1.566 1.686
H 2.415 1.535 3.715
H -0.446 -4.755 -3.095
H -2.100 -1.824 -5.244
H -0.078 -6.102 1.397
H 4.014 -2.918 -2.942
H 3.917 -1.440 5.728
H 4.335 2.624 -1.421
H 6.178 3.795 1.097
H 4.063 -3.519 6.686
H 3.008 0.127 1.157
H -1.618 1.745 4.689
H -4.341 1.322 7.791
H -2.177 2.408 1.863
H -2.503 -4.590 -2.112
H -3.310 -1.106 -1.514
H -5.718 -3.897 -1.904
H -1.613 5.961 -2.778
H 0.736 -2.073 -5.630
H 0.912 -7.468 1.810
H -4.000 4.285 2.664
H -3.289 0.677 -1.694
H 1.185 -5.121 -2.667
H 8.177 2.301 1.440
H -3.078 -0.825 4.932
H -3.542 1.678 1.141
H -4.310 5.854 -3.004
H 2.921 -6.266 2.207
H 6.201 2.158 -3.769
H -0.350 -1.810 -3.404
H -6.158 -4.963 -3.933
H 2.100 4.234 0.578
H -2.649 0.327 2.815
H 3.132 -2.084 -1.594
H 1.827 2.798 2.550
H 4.278 -5.135 4.474
H 1.938 -3.909 0.716
H -4.258 -0.039 -0.413
H -3.619 6.306 -5.057
H -0.399 -1.589 5.892
H -1.585 0.852 -5.380
H 0.106 4.589 2.690
H 7.268 4.480 2.311
H 1.434 -0.196 -0.895
H 1.851 -5.116 2.796
H -4.209 1.494 -6.172
H -1.617 -0.445 6.476
H 1.273 4.244 -0.981
H -1.076 -0.559 2.679
H 1.572 1.420 -0.200
H 1.647 2.923 4.309
H -3.108 3.275 0.676
H -2.193 -2.061 4.082
H 4.450 -3.237 -1.302
H -5.158 3.053 2.378
H 3.582 -4.598 0.677
H 5.432 -3.860 4.813
H -5.699 -0.142 -5.500
H -5.025 4.384 -3.538
H 2.286 -2.510 -4.803
H -5.080 -4.009 -4.909
H 1.255 -1.186 -3.138
H -0.081 -4.286 -5.246
H -0.788 4.358 -2.983
H -5.124 0.110 -3.853
H 2.200 -1.303 0.846
H 1.742 -7.732 -0.158
H 6.059 2.817 -1.464
H -4.817 3.035 7.637
H -2.547 -0.018 -6.615
H 2.612 -4.158 5.816
H 1.495 -0.222 2.084
H 0.054 2.894 0.938
H 5.095 3.954 -2.366
H -3.531 4.573 -5.588
H -0.914 3.947 -0.085
H -1.495 4.880 2.068
H -2.390 -0.968 -3.713
H -2.965 3.158 -2.750
H 3.755 -1.268 3.381
H 7.603 1.971 3.051
H 0.665 6.706 2.077
H 2.162 -1.887 5.702
H -3.692 1.791 -4.580
H -2.336 -3.754 -3.727
H -0.323 1.596 3.552
H -4.099 -6.061 -2.892
H 0.473 -6.721 -0.818
*
```

These are the Mulliken partial charges, in e, on atoms 1 to 99: -0.45 -0.40 -0.49 -0.35 -0.53 -0.47 0.07 -0.44 -0.42 -0.47 -0.60 -0.45 -0.54 -0.25 -0.25 -0.46 -0.43 0.45 -0.33 -0.34 1.28 -0.75 -0.31 -0.33 0.23 0.37 -0.78 -0.64 0.68 0.64 1.00 0.13 -0.62 -0.76 -0.45 -0.33 -0.62 -0.71 -0.32 0.16 -0.64 -0.02 -0.88 -0.08 -0.10 0.88 -0.63 0.82 -0.80 0.26 -0.37 -0.80 -0.55 -1.07 -0.26 -0.40 -0.76 -0.66 0.47 -0.22 -0.44 0.59 -0.02 1.62 0.75 0.60 0.58 -0.52 0.34 0.07 0.22 0.35 0.35 -0.17 0.35 0.28 0.20 0.31 -0.34 0.25 0.30 0.26 0.39 -0.04 0.07 0.37 0.47 0.27 0.22 -0.44 0.26 0.14 0.42 0.36 0.41 0.33 0.39 -0.04 0.16